1.
Density functional theory data (ωB97M-V with the def2-TZVPD basis set) for C2H3NP2 as an isolated structure.

Atoms and positions in Å:
C1 -3.0183 0.8105 0.1486
C2 0.8378 0.4064 0.3000
N1 -4.0871 1.1096 -0.0951
P1 -0.6792 -2.0245 0.0952
P2 -0.8223 -0.0243 0.0233
H1 1.5931 0.2600 -0.5148
H2 1.1533 1.2598 0.8792
H3 -1.8439 -2.6277 -0.4520

Force components x, y, z for each atom (eV/Å):
2.7 -0.9 0.9
1.9 1.0 -0.7
-2.4 0.7 -0.6
1.0 -1.1 -0.3
-1.6 0.2 -0.9
-0.7 -0.8 1.0
-0.4 0.2 0.4
-0.4 0.7 0.3

* Kohn-Sham gap (alpha / beta): 0.239 / 0.262 Ha
* 2S+1: 3
* net charge: 0
* relative energy (zero: lowest compared OMol25 entry of this formula, charge and spin): 2.477 eV
* DFT total energy: -815.23388 a.u.
* HOMO (alpha / beta): -8.19 / -10.27 eV
* F_max: 2.97 eV/Å

=====

2.
Density functional theory data (ωB97M-V with the def2-TZVPD basis set) for one molecule with the formula C15H18N4O3.

Atoms and positions in Å:
N1 -1.9104 0.2470 1.6984
C1 -1.7334 -0.1084 0.3121
C2 -2.7847 0.4578 -0.7293
C3 -4.1782 0.0009 -0.3533
C4 -4.9529 0.8787 0.3734
C5 -6.2669 0.5403 0.6853
C6 -6.8050 -0.6761 0.2542
C7 -6.0192 -1.5198 -0.5644
C8 -4.7254 -1.1772 -0.8710
C9 -0.3311 0.1741 -0.1598
O1 -0.0498 0.0353 -1.3644
N2 0.5581 0.4018 0.8179
C10 1.9968 0.2359 0.6214
C11 2.5465 -0.9743 -0.1330
C12 4.0972 -1.0107 0.0418
C13 4.9235 -0.5483 -0.9390
N3 6.1862 -0.6122 -0.4449
C14 6.0912 -1.1318 0.8254
N4 4.8158 -1.3315 1.1478
C15 2.4740 1.5381 -0.1380
O2 3.2304 2.3115 0.3895
O3 1.9852 1.7470 -1.3586
H1 -2.6683 -0.3285 2.0781
H2 -2.2048 1.2050 1.8175
H3 -1.9214 -1.1790 0.1521
H4 -2.4949 0.0476 -1.6991
H5 -2.6925 1.5630 -0.8010
H6 -4.5069 1.8387 0.7080
H7 -6.9488 1.1797 1.2110
H8 -7.8019 -1.0070 0.4549
H9 -6.4054 -2.4613 -0.9934
H10 -4.0953 -1.7759 -1.5358
H11 0.1796 0.3318 1.7652
H12 2.3776 0.2725 1.6092
H13 2.0218 -1.8994 0.2018
H14 2.3596 -0.9162 -1.2373
H15 4.7032 -0.0971 -1.9083
H16 7.0428 -0.3167 -0.9058
H17 6.9320 -1.3318 1.4340
H18 1.2543 1.1115 -1.5729

Force components x, y, z for each atom (eV/Å):
-0.8 -0.8 0.5
-1.2 0.4 -1.4
0.7 -0.1 0.6
0.6 0.8 -0.9
-0.3 0.5 0.8
-0.6 -0.9 -0.3
1.4 -0.4 -1.0
-0.7 -0.4 0.2
0.8 0.4 0.1
0.1 -1.1 -0.5
0.1 0.5 0.8
-0.2 -0.8 -0.3
-0.1 1.8 -1.7
0.5 -1.0 -0.2
-1.7 0.5 -0.8
-0.2 0.5 -0.9
0.8 -0.4 0.8
-1.8 0.5 -0.9
1.0 -0.5 0.2
0.3 -0.2 1.2
-0.1 -0.1 -0.3
-0.1 -0.1 -0.1
0.4 0.4 0.0
0.0 0.3 -0.1
0.6 0.0 0.6
0.0 0.1 0.1
-0.2 -0.6 0.1
-0.5 -0.7 -0.3
0.1 0.5 0.4
-0.5 0.3 0.3
0.0 0.6 0.4
-0.3 0.0 0.2
0.1 0.1 -0.5
0.8 0.1 0.7
0.6 0.5 0.0
0.1 0.1 1.1
0.1 -0.3 0.4
-0.5 -0.2 0.2
0.6 -0.1 0.5
0.2 -0.1 0.1

* Kohn-Sham gap: 0.341 Ha
* net charge: 0
* relative energy (zero: lowest compared OMol25 entry of this formula, charge and spin): 0.386 eV
* SMILES: N[C@@H](Cc1ccccc1)C(=O)N[C@@H](Cc1c[nH]cn1)C(=O)O
* DFT total energy: -1027.18084 a.u.
* HOMO: -8.68 eV
* F_max: 2.44 eV/Å

=====

3.
Density functional theory data (ωB97M-V with the def2-TZVPD basis set) for a 7-piece molecular cluster, C31H76NO11P overall.

Atoms and positions in Å:
C1 9.6588 -4.1853 3.8787
C2 8.2270 -4.1152 4.4354
O1 7.3888 -3.3037 3.6221
P1 5.9587 -2.9800 4.3306
O2 6.2155 -2.3383 5.6163
C3 5.1192 -4.5914 4.6522
C4 3.6918 -4.6583 4.0673
O3 2.8612 -5.3727 5.0456
C5 1.7674 -4.6307 5.2966
N1 0.8234 -4.4250 4.2262
O4 1.5774 -4.1914 6.3546
O5 5.0170 -2.1677 3.3377
C6 5.2933 -0.7459 3.2848
C7 4.6760 0.0467 4.4505
H1 10.3394 -4.5126 4.6644
H2 9.9402 -3.2034 3.4978
H3 9.6812 -4.9456 3.0947
H4 7.8647 -5.1493 4.5000
H5 8.3006 -3.7630 5.4677
H6 5.7116 -5.3662 4.1635
H7 5.0959 -4.7354 5.7290
H8 3.2364 -3.6827 3.9084
H9 3.7237 -5.2627 3.1608
H10 0.6963 -3.4310 4.0656
H11 -0.0577 -4.7602 4.6053
H12 4.8133 -0.3917 2.3689
H13 6.3540 -0.5328 3.1407
H14 4.4191 -0.6316 5.2613
H15 3.7974 0.6257 4.1655
H16 5.4337 0.7419 4.8172
C8 -0.6078 2.6082 4.7009
C9 0.1154 1.2858 4.5120
O6 0.8679 0.8811 5.6414
C10 0.1375 0.6605 6.8345
C11 -0.9009 -0.4427 6.7202
H17 0.0847 3.3829 5.0337
H18 -1.0708 2.9265 3.7664
H19 -1.3956 2.5295 5.4526
H20 0.8317 1.3875 3.6949
H21 -0.5855 0.4963 4.2168
H22 -0.3209 1.5939 7.1801
H23 0.8736 0.3775 7.5876
H24 -1.7099 -0.1664 6.0409
H25 -1.3424 -0.6503 7.6954
H26 -0.4465 -1.3580 6.3364
C12 2.1695 -3.4795 0.7228
C13 0.9321 -4.3622 0.7632
O7 0.3213 -4.5383 -0.5028
C14 1.1148 -5.1655 -1.4947
C15 1.5397 -6.5787 -1.1321
H27 1.9477 -2.5293 0.2335
H28 2.5281 -3.2815 1.7340
H29 2.9835 -3.9510 0.1685
H30 0.1825 -3.8884 1.3972
H31 1.1561 -5.3323 1.2181
H32 1.9845 -4.5445 -1.7359
H33 0.5003 -5.2005 -2.3952
H34 2.2317 -6.5880 -0.2876
H35 2.0407 -7.0521 -1.9774
H36 0.6730 -7.1797 -0.8522
C16 -0.2282 -1.8909 -4.0163
C17 1.0486 -2.0187 -4.8280
O8 1.3522 -3.3504 -5.2071
C18 0.3957 -3.9927 -6.0289
C19 0.1779 -3.3040 -7.3662
H37 -0.2107 -2.5696 -3.1611
H38 -0.3493 -0.8688 -3.6551
H39 -1.1085 -2.1384 -4.6129
H40 1.8905 -1.6802 -4.2224
H41 1.0172 -1.3684 -5.7100
H42 -0.5528 -4.1095 -5.4925
H43 0.7796 -4.9987 -6.2049
H44 -0.2902 -2.3250 -7.2440
H45 -0.4728 -3.9065 -8.0015
H46 1.1293 -3.1514 -7.8784
C20 -3.6458 3.2202 -5.8651
C21 -2.3060 2.7236 -5.3492
O9 -2.2462 1.3175 -5.1835
C22 -2.4316 0.5450 -6.3549
C23 -1.3816 0.7986 -7.4241
H47 -4.4600 2.8418 -5.2453
H48 -3.6753 4.3104 -5.8599
H49 -3.8327 2.8887 -6.8876
H50 -2.1251 3.1485 -4.3609
H51 -1.4879 3.0681 -5.9919
H52 -3.4406 0.6923 -6.7558
H53 -2.3701 -0.4985 -6.0414
H54 -1.4604 1.8062 -7.8358
H55 -1.5005 0.0930 -8.2478
H56 -0.3776 0.6917 -7.0085
C24 0.1678 6.8308 6.2322
C25 -0.0608 7.0961 4.7542
O10 -1.3015 6.6048 4.2769
C26 -2.4640 7.1547 4.8681
C27 -2.6038 8.6538 4.6628
H57 0.0252 5.7728 6.4585
H58 1.1789 7.1208 6.5206
H59 -0.5297 7.3959 6.8533
H60 0.7112 6.5801 4.1818
H61 0.0412 8.1629 4.5265
H62 -2.5077 6.9016 5.9335
H63 -3.3073 6.6512 4.3937
H64 -1.8294 9.2080 5.1961
H65 -3.5713 8.9982 5.0301
H66 -2.5177 8.9052 3.6045
C28 -8.4522 5.4272 -8.2173
C29 -7.7202 4.1197 -8.4694
O11 -7.0146 3.6360 -7.3412
C30 -7.7937 3.3334 -6.1983
C31 -8.8260 2.2435 -6.4331
H67 -7.7726 6.1739 -7.8037
H68 -8.8752 5.8102 -9.1469
H69 -9.2715 5.2999 -7.5074
H70 -6.9704 4.2775 -9.2458
H71 -8.4067 3.3542 -8.8483
H72 -8.2670 4.2409 -5.8070
H73 -7.0890 2.9967 -5.4367
H74 -9.6060 2.5686 -7.1239
H75 -9.3076 1.9689 -5.4939
H76 -8.3563 1.3568 -6.8619

Force components x, y, z for each atom (eV/Å):
-0.9 -0.1 -0.2
1.5 -0.8 0.7
-1.2 0.1 -0.5
0.3 -1.0 1.2
0.0 0.8 0.6
-0.3 0.7 -1.5
0.3 -1.0 0.7
0.3 0.3 -1.0
-0.2 -0.5 -1.8
0.4 -0.6 -0.6
-0.5 1.1 3.5
1.0 -0.4 -0.1
-0.9 1.2 -0.6
0.5 -0.2 0.0
0.0 0.1 0.0
0.2 -0.1 0.0
0.2 0.3 -0.2
-0.3 0.2 -0.2
-0.4 0.4 -0.2
0.0 -0.1 0.3
0.1 0.1 0.0
0.3 0.0 -0.3
-0.3 0.4 -0.2
0.1 0.0 0.2
-0.1 0.1 -0.2
0.1 -0.4 -0.1
0.0 -0.4 0.3
0.0 0.1 0.1
0.0 -0.2 -0.1
-0.2 0.0 0.2
-0.1 -0.1 0.2
-0.1 0.1 0.0
0.3 0.0 -0.1
-0.1 -0.1 0.1
-0.1 0.1 -0.2
0.0 0.0 -0.1
0.0 0.0 0.0
0.0 0.0 -0.1
0.1 -0.1 0.1
-0.1 0.0 0.0
-0.1 0.0 0.0
0.1 0.0 -0.1
0.0 0.0 0.1
0.0 0.0 0.0
0.0 0.0 0.1
0.1 -0.1 -0.1
0.1 0.1 0.0
-0.2 0.1 -0.1
0.1 -0.1 -0.1
0.1 0.0 0.2
0.0 0.0 0.0
0.0 0.0 0.0
0.0 0.0 0.1
-0.1 -0.1 -0.1
0.1 0.0 0.0
0.0 0.0 0.0
-0.1 0.1 0.1
0.0 0.0 0.0
0.0 0.0 0.0
0.0 0.0 -0.1
-0.1 -0.1 -0.1
-0.1 0.1 0.1
0.2 -0.1 0.0
-0.1 0.0 -0.1
0.0 0.2 0.1
0.1 0.0 0.0
0.0 0.0 0.0
0.0 0.1 0.0
0.1 -0.1 -0.1
-0.1 0.0 0.0
0.0 0.0 0.0
0.1 0.0 0.1
0.0 0.0 0.0
0.0 0.0 0.0
0.0 -0.1 0.0
0.0 -0.1 -0.2
-0.1 0.1 0.0
0.1 -0.1 0.2
0.0 0.0 -0.1
0.0 0.2 0.0
0.0 0.0 0.0
0.0 0.0 0.0
0.0 0.1 0.0
0.0 -0.2 0.0
0.0 0.0 0.0
0.0 0.0 -0.1
0.0 0.1 0.2
0.0 0.0 -0.1
0.0 0.0 0.0
0.0 -0.1 0.0
-0.2 0.1 0.1
0.1 0.0 0.1
0.0 -0.2 -0.2
-0.1 0.1 0.0
0.2 0.1 0.1
0.1 0.0 0.0
0.0 0.0 0.0
0.1 0.0 0.0
-0.1 -0.1 -0.1
0.0 0.0 0.1
0.0 0.1 0.0
0.1 -0.1 -0.1
-0.1 0.0 0.0
0.0 0.0 0.0
-0.1 0.0 0.0
-0.1 0.0 0.2
-0.1 0.1 -0.1
0.2 0.0 0.0
-0.1 -0.1 0.1
-0.1 0.1 -0.2
0.0 0.0 -0.1
0.0 0.0 0.0
0.0 0.0 -0.1
0.1 -0.1 0.1
-0.1 0.0 0.0
-0.1 0.0 0.0
0.1 0.1 -0.1
0.0 0.0 0.1
0.0 0.0 0.0
0.0 0.0 0.1

* Kohn-Sham gap: 0.371 Ha
* net charge: 0
* SMILES: CCOP(=O)(CCOC(N)=O)OCC.CCOCC.CCOCC.CCOCC.CCOCC.CCOCC.CCOCC
* DFT total energy: -2450.42832 a.u.
* HOMO: -9.50 eV
* F_max: 3.69 eV/Å

=====

4.
Density functional theory data (ωB97M-V with the def2-TZVPD basis set) for one molecule with the formula C21H27N3O4S.

Atoms and positions in Å:
C1 -7.1468 -2.3001 -2.1202
C2 -7.0672 -2.1854 -0.6200
O1 -7.9104 -2.6332 0.1255
C3 -5.8885 -1.4894 -0.0984
C4 -5.5922 -1.2909 1.2325
C5 -4.3988 -0.5965 1.4361
C6 -3.7812 -0.2612 0.2524
C7 -2.5482 0.4379 0.1008
N1 -1.7703 0.8665 1.0533
N2 -0.7153 1.4476 0.4607
C8 -0.8915 1.3533 -0.8190
C9 0.0727 1.7398 -1.8759
C10 0.7746 0.4573 -2.3719
C11 0.8718 -0.5416 -1.2182
O2 0.1179 -1.5000 -1.1825
N3 1.7601 -0.2955 -0.2367
C12 1.6988 -1.0815 0.9818
C13 3.0694 -1.6532 1.3257
C14 4.0948 -0.5284 1.4388
C15 4.1087 0.2648 0.1274
C16 5.1059 1.4133 0.1631
O3 4.7517 2.5633 0.0755
C17 6.5553 1.0151 0.3084
C18 7.1009 1.3836 1.7050
C19 8.4314 0.6716 1.9380
C20 7.2688 2.8927 1.8403
C21 2.6980 0.7961 -0.1646
O4 -2.0452 0.7307 -1.1203
S1 -4.6687 -0.8056 -1.1215
H1 -7.1465 -1.3083 -2.5678
H2 -8.0544 -2.8276 -2.4001
H3 -6.2796 -2.8402 -2.4947
H4 -6.2354 -1.6487 2.0161
H5 -3.9822 -0.3382 2.3917
H6 -0.4502 2.2251 -2.7010
H7 0.7812 2.4392 -1.4345
H8 1.7440 0.6872 -2.8113
H9 0.1546 -0.0244 -3.1297
H10 0.9713 -1.8787 0.8230
H11 1.3445 -0.4338 1.7926
H12 3.0049 -2.2003 2.2667
H13 3.3759 -2.3523 0.5448
H14 5.0810 -0.9427 1.6511
H15 3.8175 0.1389 2.2578
H16 4.4099 -0.4110 -0.6825
H17 7.1383 1.5597 -0.4373
H18 6.6743 -0.0545 0.1366
H19 6.3855 1.0410 2.4604
H20 9.1563 0.9646 1.1817
H21 8.8307 0.9338 2.9147
H22 8.3094 -0.4088 1.8982
H23 7.5550 3.1526 2.8568
H24 6.3404 3.4034 1.6002
H25 8.0420 3.2491 1.1628
H26 2.7247 1.3576 -1.0953
H27 2.3980 1.4814 0.6372

Force components x, y, z for each atom (eV/Å):
-0.3 -0.2 0.1
-0.2 -0.1 -0.3
0.0 0.0 -0.1
0.6 0.4 0.5
-0.3 -0.2 -0.5
0.4 0.3 -0.4
-0.8 -0.5 -0.3
0.9 0.5 0.6
-1.4 -0.8 0.3
1.0 0.6 -0.9
0.2 0.6 0.5
-0.2 -0.2 -0.1
-0.1 -0.2 0.0
0.2 0.0 -0.5
-0.3 -0.1 -0.1
0.3 -0.2 0.3
-0.1 -0.5 0.1
-0.1 0.2 0.1
0.1 -0.3 -0.3
-0.4 0.4 0.1
0.0 -0.7 -0.2
-0.1 0.3 0.0
0.1 0.3 0.3
0.2 0.0 -0.2
-0.3 0.0 0.1
-0.2 -0.1 0.1
0.4 0.2 -0.1
-0.3 -0.1 -0.1
-0.1 -0.1 0.6
0.0 0.1 -0.1
0.0 0.0 0.0
0.1 0.0 -0.1
-0.1 -0.1 0.1
0.1 0.1 0.2
0.1 0.1 0.0
-0.1 0.0 0.0
0.0 0.0 0.0
0.1 0.0 0.1
0.1 0.2 0.1
0.0 0.0 0.0
0.0 -0.1 0.0
0.0 -0.1 0.0
0.1 0.0 0.1
0.0 0.1 0.1
0.0 0.0 0.0
0.0 0.0 -0.1
0.0 0.0 0.0
0.0 0.0 0.0
0.1 0.0 -0.1
0.1 0.0 0.1
0.0 -0.1 0.0
0.1 0.0 0.1
0.0 0.1 0.0
0.1 0.1 -0.1
-0.1 0.0 0.1
0.0 0.0 -0.1

* Kohn-Sham gap: 0.301 Ha
* net charge: 0
* relative energy (zero: lowest compared OMol25 entry of this formula, charge and spin): 2.159 eV
* SMILES: CC(=O)c1ccc(-c2nnc(CCC(=O)N3CCC[C@H](C(=O)CC(C)C)C3)o2)s1
* DFT total energy: -1679.85216 a.u.
* HOMO: -8.66 eV
* F_max: 1.66 eV/Å

=====

5.
Density functional theory data (ωB97M-V with the def2-TZVPD basis set) for C26H23F12MgN5O6PS4 as an isolated structure.

Atoms and positions in Å:
Mg1 2.4362 -1.0451 0.5901
F1 2.3898 3.1526 -0.1509
C1 2.0629 3.1269 1.1346
F2 0.8644 3.7174 1.2806
F3 2.9611 3.7921 1.8391
S1 1.9052 1.4038 1.7629
O1 1.0286 0.7615 0.7901
O2 1.4800 1.5202 3.1170
N1 3.3825 0.9102 1.5023
S2 4.4525 -0.0960 2.1387
O3 4.0903 -1.4506 1.7273
O4 5.7707 0.3483 1.8734
C2 4.2611 -0.0192 3.9826
F4 4.1974 1.2556 4.3467
F5 3.1764 -0.6559 4.3869
F6 5.3316 -0.5802 4.5285
S3 -0.2676 -2.1441 -2.1677
C3 -0.5779 -0.5497 -1.7710
N2 -0.2031 0.5325 -2.3944
C4 -0.4062 1.8422 -1.7753
C5 -1.6822 1.8650 -0.9678
N3 -1.7460 0.7127 -0.0603
C6 -2.4731 0.8878 1.2049
C7 -3.9526 1.0697 0.9693
C8 -4.5454 2.3035 1.2071
C9 -5.8993 2.4948 0.9650
C10 -6.6666 1.4491 0.4770
C11 -6.0804 0.2132 0.2364
C12 -4.7305 0.0217 0.4819
C13 -1.3007 -0.4515 -0.4634
S4 -1.3991 -1.9434 0.2667
C14 0.5751 0.4923 -3.6466
C15 -0.2635 0.9675 -4.8016
C16 -0.0329 2.2133 -5.3720
C17 -0.8235 2.6649 -6.4210
C18 -1.8515 1.8700 -6.9026
C19 -2.0847 0.6211 -6.3397
C20 -1.2936 0.1712 -5.2961
H1 -0.4650 2.5816 -2.5725
H2 0.4646 2.0528 -1.1529
H3 -2.5675 1.8565 -1.6089
H4 -1.7114 2.7686 -0.3612
H5 -2.0583 1.7770 1.6824
H6 -2.2394 0.0327 1.8374
H7 -3.9472 3.1220 1.5924
H8 -6.3513 3.4589 1.1587
H9 -7.7224 1.5930 0.2872
H10 -6.6797 -0.6066 -0.1384
H11 -4.2802 -0.9463 0.3015
H12 0.9398 -0.5256 -3.7740
H13 1.4517 1.1241 -3.4973
H14 0.7849 2.8249 -5.0066
H15 -0.6300 3.6329 -6.8647
H16 -2.4665 2.2164 -7.7231
H17 -2.8787 -0.0063 -6.7242
H18 -1.4677 -0.8103 -4.8677
O5 1.7343 -2.8847 0.2005
N4 1.4774 -3.5396 1.2691
N5 1.2921 -2.7975 2.2872
O6 1.3019 -1.4877 2.2155
C21 0.9676 -3.4163 3.5421
C22 0.5098 -2.5959 4.5612
C23 0.1816 -3.1695 5.7823
C24 0.3135 -4.5349 5.9761
C25 0.7823 -5.3370 4.9430
C26 1.1173 -4.7861 3.7174
H19 0.4294 -1.5334 4.3901
H20 -0.1738 -2.5386 6.5868
H21 0.0603 -4.9753 6.9316
H22 0.8976 -6.4026 5.0934
H23 1.4926 -5.4004 2.9132
F7 2.5244 -0.3016 -1.2686
P1 3.9821 -0.6111 -2.2313
F8 4.7840 0.1411 -1.0686
F9 3.6955 0.7989 -2.9400
F10 3.0169 -1.3350 -3.2890
F11 5.2751 -0.9070 -3.0747
F12 4.0767 -1.9777 -1.3843

Force components x, y, z for each atom (eV/Å):
-0.6 -0.5 -0.9
0.0 0.0 0.0
-0.1 0.0 0.2
0.0 0.0 -0.1
0.0 0.0 0.0
0.9 0.1 0.1
0.2 0.2 0.2
-0.1 0.0 0.0
-0.4 -0.5 0.2
0.0 0.6 -0.1
0.1 0.3 0.2
0.1 0.1 0.1
0.0 0.0 -0.1
0.0 0.0 0.0
0.0 0.0 0.0
0.0 0.0 0.0
-0.1 -0.1 0.0
0.1 0.1 0.1
0.0 -0.1 -0.1
0.0 0.0 0.0
0.0 -0.1 0.0
-0.2 -0.1 0.0
0.1 0.1 -0.1
0.0 0.0 0.0
0.0 0.0 0.0
0.0 0.0 0.0
0.0 0.0 0.0
0.0 0.0 0.0
0.0 0.0 0.0
0.0 0.2 -0.1
-0.1 -0.1 0.1
0.1 0.0 0.1
0.0 0.0 0.0
0.0 0.0 0.0
0.0 0.0 0.0
0.0 0.0 0.0
0.0 0.0 0.0
0.0 0.0 0.0
0.0 0.0 0.0
0.0 0.0 0.0
0.0 0.0 0.0
0.0 0.0 0.0
0.0 0.0 0.0
-0.1 0.0 0.0
0.0 0.0 0.0
0.0 0.0 0.0
0.0 0.0 0.0
0.0 0.0 0.0
0.0 0.0 0.0
0.0 0.0 0.0
0.0 0.0 0.0
0.0 0.0 0.0
0.0 0.0 0.0
0.0 0.0 0.0
0.0 0.0 0.0
0.0 0.0 0.0
0.2 -0.1 0.1
-0.1 0.0 -0.1
-0.2 -0.1 0.2
0.1 -0.1 -0.1
0.0 0.1 0.0
0.0 -0.1 0.0
0.0 0.1 0.0
0.0 0.0 0.0
0.0 0.0 0.0
0.0 0.0 0.0
0.0 0.0 0.0
0.0 0.0 0.0
0.0 0.0 0.0
0.0 0.0 0.0
0.0 0.0 0.0
0.0 0.0 0.0
-0.2 0.0 0.2
0.0 0.0 0.0
0.0 0.0 -0.1
0.0 0.0 0.0
0.0 0.0 0.0
0.0 0.0 0.0

* Kohn-Sham gap (alpha / beta): 0.246 / 0.219 Ha
* 2S+1: 2
* net charge: 0
* relative energy (zero: lowest compared OMol25 entry of this formula, charge and spin): 1.321 eV
* DFT total energy: -5062.61569 a.u.
* HOMO (alpha / beta): -8.49 / -8.49 eV
* F_max: 1.14 eV/Å

=====

6.
Density functional theory data (ωB97M-V with the def2-TZVPD basis set) for a 2-piece molecular cluster, C5H10O2 overall.

Atoms and positions in Å:
C1 1.6118 -0.4350 -2.3758
C2 0.9117 -0.9366 -1.3436
C3 -0.2592 -0.2824 -0.7705
C4 -0.8908 -0.7565 0.3383
C5 -1.6571 -0.0767 1.4414
O1 -0.3310 -1.9422 0.7917
H1 2.6518 -0.6994 -2.5244
H2 1.1755 0.3248 -3.0567
H3 1.3212 -1.7705 -0.7935
H4 -0.8643 0.2949 -1.4617
H5 -2.3514 0.7149 1.1629
H6 -2.0343 -0.8244 2.1484
H7 -0.9451 0.4355 2.1289
H8 -0.9413 -2.5453 1.2150
O2 0.6387 2.9556 0.7581
H9 0.3753 2.4409 1.5271
H10 1.5884 3.1026 0.8144

Force components x, y, z for each atom (eV/Å):
-0.7 0.4 0.0
0.5 0.4 -0.2
-2.1 -1.1 -0.6
1.6 -0.4 0.3
0.4 0.4 0.5
0.7 -0.2 0.3
-0.2 -0.4 -0.4
0.5 -0.3 0.7
0.2 0.1 0.2
0.5 1.2 0.5
-0.3 -0.4 -0.2
-0.7 0.1 -0.5
0.1 -0.2 -0.7
-0.4 0.3 0.2
-0.2 0.2 -0.1
0.3 0.0 0.0
-0.1 -0.2 0.2

* Kohn-Sham gap: 0.311 Ha
* net charge: 0
* relative energy (zero: lowest compared OMol25 entry of this formula, charge and spin): 3.175 eV
* SMILES: C=C/C=C(/C)O.O
* DFT total energy: -346.90876 a.u.
* HOMO: -7.82 eV
* F_max: 2.50 eV/Å

=====

- DFT total energy of number 5 (C26H23F12MgN5O6PS4)?
  -5062.61569 a.u.

=====

- net charge of number 3 (C31H76NO11P)?
  0